(1)
{
  "formula": "C4H9N2",
  "method": "ωB97M-V/def2-TZVPD",
  "symbols": ["C", "C", "C", "C", "N", "N", "H", "H", "H", "H", "H", "H", "H", "H", "H"],
  "coordinates": [[1.372413, 0.597912, 0.215628], [1.398377, -1.716770, 0.757199], [0.755275, -0.673188, 0.064491], [-1.025039, 2.220606, -0.038685], [2.138314, 1.438318, 0.424798], [0.094062, -0.983321, -1.236397], [1.214314, -2.815166, 0.657174], [2.005896, -1.325745, 1.686672], [-0.510507, 1.626125, 0.832095], [-2.026439, 1.923902, -0.444909], [-0.932228, 3.263218, 0.260567], [-0.203404, 2.068914, -0.847755], [0.574603, -1.828134, -1.741299], [-0.010914, -0.205861, -1.850124], [-0.815128, -1.344120, -1.090645]],
  "forces_ev_per_angstrom": [[-0.6874, -2.5464, -0.7712], [2.8047, -3.1566, 4.2437], [-0.8972, 4.0935, -2.3111], [2.5775, -1.3641, -0.2418], [0.4534, 0.9248, 0.2432], [2.0760, -2.1573, 0.1944], [0.0378, 1.3061, -0.0001], [-1.2469, -1.2314, -2.0825], [-2.1240, 0.9464, -1.3157], [0.9554, 0.1880, 0.8835], [-0.4155, 0.0047, -0.1895], [-1.6159, 0.5443, 0.7887], [-0.3880, 1.8444, 0.7683], [0.1846, 1.0687, -0.7580], [-1.7145, -0.4651, 0.5482]],
  "e_homo_ev": [-12.4, -16.3],
  "spin_multiplicity": 3,
  "total_charge": 1
}

=====

(2)
{
  "formula": "C4H9N2O",
  "method": "ωB97M-V/def2-TZVPD",
  "symbols": ["C", "C", "N", "C", "O", "C", "N", "H", "H", "H", "H", "H", "H", "H", "H", "H"],
  "coordinates": [[1.579129, -1.246363, 1.050867], [0.627511, -1.336804, -0.195609], [-0.137986, -0.184797, -0.499997], [-0.809726, -0.001643, -1.548457], [-1.424228, 1.264951, -1.481919], [-1.449911, 1.723486, -0.278746], [-1.624567, 2.981529, -0.114725], [1.055259, -1.045995, 1.946211], [2.049585, -2.127780, 1.107815], [2.331791, -0.480341, 0.791340], [1.163036, -1.460463, -1.151437], [-0.225283, -2.156815, -0.101757], [-1.005749, -0.727438, -2.447863], [-1.430429, 0.998148, 0.557516], [-1.648541, 3.519670, 0.816719], [-1.341257, 3.467228, -0.928473]],
  "forces_ev_per_angstrom": [[-1.6888, 3.1945, -3.1400], [-1.2473, -2.2856, -0.1232], [-0.2472, 0.9719, -0.9824], [0.9366, -1.8892, 1.0432], [-0.3907, 0.2526, -1.4530], [-1.3067, -1.1764, 1.9178], [0.6904, 1.3382, 1.9668], [-0.5230, 0.3940, 0.9002], [1.8090, -3.3489, 0.4086], [-0.3458, -0.1790, 0.5443], [0.4180, -0.9533, 0.6773], [2.2269, 0.9817, 0.0300], [0.1168, 2.0107, 1.5696], [-0.2043, 0.8100, -0.5302], [-0.0422, -1.5582, -1.9630], [-0.2016, 1.4371, -0.8661]],
  "e_homo_ev": -14.3,
  "smiles": "CC/N=C/OC=[NH2+]",
  "total_charge": 1
}

=====

(3)
{
  "formula": "C4H9N2O",
  "method": "ωB97M-V/def2-TZVPD",
  "symbols": ["C", "C", "C", "N", "C", "N", "H", "H", "H", "H", "H", "H", "H", "H", "H", "O"],
  "coordinates": [[-2.507996, -0.307504, -0.913676], [-1.021200, -0.267960, -0.919284], [-0.099878, -1.242190, -1.197975], [1.095750, -0.823438, -0.606499], [0.958547, 0.362398, -0.031242], [-0.300654, 0.718968, -0.234383], [-2.901282, -1.105698, -1.537536], [-3.022378, 0.615690, -1.236768], [-2.957860, -0.522205, 0.074125], [-0.172629, -2.177966, -1.707962], [2.001823, -1.251481, -0.717088], [1.628958, 1.205226, 0.233374], [-0.647211, 1.628345, 0.027078], [0.922011, 1.059948, 3.476893], [1.999915, 1.962679, 2.918563], [1.664149, 1.061001, 2.862921]],
  "forces_ev_per_angstrom": [[-1.2407, 0.3121, -0.1357], [0.3215, -0.3402, 0.8577], [0.1760, 1.0750, 0.8963], [0.6676, 0.0266, -0.3477], [-0.4723, 1.6839, -1.0750], [-0.8509, -0.3765, -0.0571], [0.2742, -0.0346, -0.2627], [0.6022, -0.2311, -0.0577], [0.7366, 0.0992, -0.1354], [-0.1085, -0.2607, -0.0073], [-0.0499, -0.2760, -0.0096], [0.2048, -1.6875, 0.2440], [-0.2442, -0.0578, 0.1050], [0.0329, -0.1347, 0.1009], [0.1583, -0.0378, 0.1160], [-0.2075, 0.2398, -0.2318]],
  "e_homo_ev": -14.1,
  "total_charge": 1
}

=====

(4)
{
  "formula": "C4H9N2O",
  "method": "ωB97M-V/def2-TZVPD",
  "symbols": ["C", "C", "C", "C", "N", "N", "O", "H", "H", "H", "H", "H", "H", "H", "H", "H"],
  "coordinates": [[-0.346652, 1.554411, 0.458731], [1.626460, 0.237593, -0.091162], [2.779179, -0.541902, -0.324551], [-2.353124, -0.437923, -0.753507], [0.756578, 0.984998, 0.104743], [-0.772398, -1.123859, 0.694254], [-1.596794, -0.198841, 0.442025], [-0.702749, 2.480244, -0.025508], [-0.555892, 1.504668, 1.532414], [3.105671, -0.967605, -1.235066], [2.694750, -1.354523, 0.393563], [3.650640, 0.033033, 0.064766], [-2.231256, 0.453080, -1.443524], [-3.419516, -0.385016, -0.412208], [-2.161702, -1.439438, -0.975497], [-0.473191, -0.798913, 1.570528]],
  "forces_ev_per_angstrom": [[-0.8423, 3.2616, 1.9162], [-0.7030, 1.1524, -1.2512], [1.7213, 0.1311, 2.5407], [-2.2970, 2.5281, 0.9940], [2.1871, -1.3331, -0.8440], [1.8164, -3.3618, -0.0362], [-3.8881, 2.2501, -1.6048], [0.1937, -0.9169, -0.2465], [-0.0755, -0.0857, -0.4473], [-0.6538, -0.0647, -1.4822], [-0.0148, -0.4320, 0.1097], [-0.3895, -0.1158, -0.2352], [0.3390, -1.5885, 0.3367], [0.7711, -0.0468, -0.4001], [0.5333, -1.2578, -1.4540], [1.3021, -0.1202, 2.1044]],
  "e_homo_ev": [-12.1, -14.6],
  "spin_multiplicity": 3,
  "total_charge": 1
}

=====

(5)
{
  "formula": "C4H9N2O2",
  "method": "ωB97M-V/def2-TZVPD",
  "symbols": ["C", "O", "C", "C", "C", "N", "O", "N", "H", "H", "H", "H", "H", "H", "H", "H", "H"],
  "coordinates": [[-1.951476, -0.345083, -0.733077], [-2.539508, 0.888280, -0.799901], [-0.618558, -0.314864, 0.040164], [0.603157, 0.224978, -0.734555], [1.999514, -0.002114, -0.077961], [2.129097, 0.062688, 1.311960], [2.944430, 0.138462, -0.873168], [-0.869602, 0.493878, 1.255914], [-2.591543, -1.013269, -0.119575], [-1.809930, -0.721926, -1.762132], [-0.297551, -1.333403, 0.325946], [0.832602, -0.338148, -1.635715], [0.634091, 1.313788, -0.873107], [2.073900, -1.004951, 0.621136], [1.223446, -0.150447, 1.735564], [-1.710056, 1.016583, 0.895615], [-0.052009, 1.085546, 1.422885]],
  "forces_ev_per_angstrom": [[-0.8529, 1.2536, -0.1106], [0.4334, -0.0036, 0.3645], [1.4034, 0.3580, 0.1808], [0.5714, -1.0367, 0.6837], [-0.8673, 5.2579, -3.5187], [0.6091, -3.4433, -0.9755], [0.0287, -0.8192, 1.2734], [-0.0904, -0.4996, -0.4253], [0.0168, -0.6461, -0.2942], [0.2894, -0.7073, 0.1515], [-0.3900, -0.1887, 0.0176], [-0.8386, 0.3862, -0.6367], [-0.4672, -0.2907, -0.3292], [0.8044, -0.7951, 3.5044], [-0.3265, 0.3934, -0.0731], [0.6413, 0.4136, 0.3570], [-0.9651, 0.3676, -0.1694]],
  "e_homo_ev": -3.0,
  "total_charge": -1
}

=====

(6)
{
  "formula": "C4H9N2O2",
  "method": "ωB97M-V/def2-TZVPD",
  "symbols": ["O", "C", "N", "C", "C", "N", "C", "O", "H", "H", "H", "H", "H", "H", "H", "H", "H"],
  "coordinates": [[-2.089208, -1.447092, -0.676464], [-0.867284, -1.154601, -0.966310], [0.074430, -2.326605, -0.839816], [-0.301995, 0.044768, -0.013927], [-1.171297, 1.136827, 0.573675], [0.969978, 0.274638, -0.143349], [1.747077, 1.243530, 0.914027], [1.546703, 2.504349, 0.795681], [-0.396048, -2.953641, -0.206708], [0.960059, -2.072849, -0.395261], [-0.620399, -0.717630, -1.962326], [-1.920878, 1.341415, -0.195155], [-1.652086, 0.901928, 1.501935], [-0.515315, 2.007076, 0.623026], [0.601165, -0.454118, 0.742054], [1.444623, 0.755059, 1.891320], [2.790807, 0.893317, 0.762278]],
  "forces_ev_per_angstrom": [[-0.6051, -0.0984, -0.2774], [0.2208, 0.1141, 1.4008], [0.4325, 0.2233, 0.0822], [-2.4922, 1.3411, -2.3183], [0.4573, 0.0830, -1.0198], [1.9004, -1.2371, 1.9780], [0.5562, 0.9383, 0.1643], [-0.2189, -0.0039, -0.1393], [-0.3369, -0.2080, 0.1627], [-0.1169, -0.0393, -0.4092], [-0.2021, 0.1520, -0.1882], [-0.2407, -0.3359, 0.1770], [-0.2846, -0.2510, 0.3794], [-0.1673, 0.1105, 0.5528], [1.4389, -0.6590, -0.2497], [-0.2905, 0.0101, -0.0073], [-0.0509, -0.1395, -0.2880]],
  "e_homo_ev": -3.7,
  "total_charge": -1
}

=====

(7)
{
  "formula": "C4H9N2O2",
  "method": "ωB97M-V/def2-TZVPD",
  "symbols": ["C", "C", "C", "O", "N", "C", "N", "O", "H", "H", "H", "H", "H", "H", "H", "H", "H"],
  "coordinates": [[0.146701, -0.596740, -0.598206], [1.120490, 0.313548, 0.103606], [2.624612, -0.006686, -0.063404], [3.313677, 0.809937, 0.710838], [-0.967255, -0.136590, -1.201001], [-1.838884, 0.271960, 0.020446], [-1.309794, -0.657014, 1.038376], [-3.078416, 0.223030, -0.251737], [0.808007, -1.358982, -1.027601], [-0.498021, -1.222525, 0.609009], [1.042457, 1.270156, -0.432736], [0.906452, 0.450435, 1.153980], [2.846050, -1.105668, 0.088577], [2.881581, 0.186874, -1.147560], [-1.580879, -0.843059, -1.635660], [-1.384262, 1.199633, 0.447730], [-1.987528, -0.798018, 1.756534]],
  "forces_ev_per_angstrom": [[2.7255, 2.4585, -4.4822], [-0.5723, 0.5552, -0.3630], [0.8012, 0.0123, -0.3451], [0.3077, 0.2219, 0.4889], [1.5574, -1.9544, 1.7462], [-0.4590, 1.9343, 0.9932], [0.2407, -0.6573, -0.6274], [-0.1400, -0.2687, 0.2008], [-1.1070, -1.0250, -0.1357], [-2.4179, -0.5392, 2.8215], [-0.4267, 0.1309, 0.5618], [0.1062, 0.0986, 0.1397], [-0.4169, -0.0818, 0.0811], [-0.3484, -0.4800, -0.1654], [0.5489, 0.2678, -0.3994], [-0.5057, 0.6336, -1.0985], [0.1064, -1.3067, 0.5835]],
  "e_homo_ev": -3.2,
  "total_charge": -1
}

=====

(8)
{
  "formula": "C4H9N2O2",
  "method": "ωB97M-V/def2-TZVPD",
  "symbols": ["C", "C", "C", "C", "N", "N", "O", "O", "H", "H", "H", "H", "H", "H", "H", "H", "H"],
  "coordinates": [[-0.280491, -0.409099, -0.424162], [2.459434, -0.015956, 0.775131], [0.981477, 0.740304, 1.258698], [-2.659243, 0.232155, -0.838359], [2.829095, 0.316419, -0.524643], [-1.441231, -0.596417, -1.003109], [-0.106714, 0.237341, 0.651845], [2.659454, -0.690353, -1.371396], [3.302387, 0.447897, 1.524285], [2.394369, -1.087899, 0.860064], [1.054842, 0.368753, 2.325112], [0.987369, 1.877831, 1.063250], [-2.874891, 0.448362, 0.239826], [-3.436484, -0.244354, -1.280126], [-2.372280, 1.218957, -1.173391], [-1.334783, -1.087240, -1.854946], [2.858855, -0.274073, -2.248157]],
  "forces_ev_per_angstrom": [[-0.6754, -0.2393, -0.3249], [0.6684, 2.0080, 1.4308], [4.7724, 0.6928, 1.4654], [2.7444, 1.8961, 3.1006], [-0.2083, 1.4237, -0.1186], [1.4015, 0.8824, 1.4155], [-2.8011, -1.0730, -1.0882], [0.2059, -0.0330, -1.1370], [-2.2846, -1.0395, -1.7104], [-0.4158, -0.5283, 0.5659], [-0.8616, 1.0840, -1.0272], [0.3649, -1.9375, 0.6732], [0.1971, -0.8765, -0.7469], [-2.3115, -1.0495, -1.5131], [-0.5676, 0.1893, -0.8597], [-0.2003, -0.7336, -0.9356], [-0.0285, -0.6664, 0.8101]],
  "e_homo_ev": [-14.4, -12.3],
  "total_charge": 1
}

=====

(9)
{
  "formula": "C4H9N2O2",
  "method": "ωB97M-V/def2-TZVPD",
  "symbols": ["C", "C", "C", "C", "N", "N", "O", "O", "H", "H", "H", "H", "H", "H", "H", "H", "H"],
  "coordinates": [[-0.742326, 0.486148, 0.033371], [-1.950035, 1.360255, 0.105237], [3.519741, -0.017295, -0.471572], [-2.004554, -1.526447, 0.256809], [1.362813, 0.072558, 0.658896], [2.441230, -0.124038, 0.381909], [0.331669, 1.046488, -0.271963], [-0.784152, -0.797153, 0.152448], [-1.627771, 2.399005, 0.092509], [-2.600741, 1.196795, -0.754076], [-2.523763, 1.178884, 1.014069], [3.742020, -1.028911, -0.831102], [4.383838, 0.293515, 0.125934], [3.346582, 0.662581, -1.306462], [-1.869928, -2.276904, 1.033421], [-2.162737, -2.029925, -0.700407], [-2.861889, -0.895560, 0.480976]],
  "forces_ev_per_angstrom": [[-2.5154, -0.9426, -0.7733], [0.0741, 0.3620, -0.2014], [2.3888, -1.5053, 0.1692], [-0.9254, -0.6715, -0.0516], [-4.1990, -0.0387, 2.6038], [3.9201, 0.4607, -1.7901], [0.5766, 0.8182, 0.3125], [0.3712, 0.9941, 0.1260], [-0.0057, -0.0474, 0.0223], [-0.0122, -0.1509, -0.0149], [0.0955, -0.1207, 0.0468], [0.2411, 0.2216, -0.4574], [0.1119, 0.2403, -0.4184], [-0.3768, 0.0931, 0.2643], [0.0592, 0.1598, -0.0230], [0.0662, 0.1263, 0.1338], [0.1296, 0.0009, 0.0512]],
  "e_homo_ev": [-10.4, -16.2],
  "spin_multiplicity": 3,
  "total_charge": 1
}

=====

(10)
{
  "formula": "C4H9N2OS",
  "method": "ωB97M-V/def2-TZVPD",
  "symbols": ["C", "C", "C", "C", "N", "N", "O", "S", "H", "H", "H", "H", "H", "H", "H", "H", "H"],
  "coordinates": [[-0.923147, 0.730383, 0.097197], [0.035232, -0.522386, -0.102737], [1.482642, -0.320063, -0.111485], [2.200433, 0.241617, 1.019633], [-2.195309, 0.627962, -0.087723], [-0.483957, -1.245452, -1.191876], [-0.171012, 1.838587, 0.268359], [-3.208392, -0.617137, 0.193935], [-0.293860, -0.869203, 0.886028], [2.035080, -0.711092, -0.953225], [2.497185, 1.387194, 0.688913], [3.114059, -0.269726, 1.287105], [1.612379, 0.314325, 1.897315], [0.282134, -1.911247, -1.610026], [-0.759202, 2.634812, 0.226987], [-1.092544, -0.792521, -1.730007], [-4.131724, -0.516056, -0.778397]],
  "forces_ev_per_angstrom": [[-1.7163, -0.0469, -1.1905], [0.4902, 0.7552, -0.6298], [-1.4706, 0.1442, 1.5282], [0.7032, 2.3306, -1.2000], [3.4556, 2.6037, 0.2860], [5.4335, -4.6742, 1.8250], [-1.6332, 0.2128, -0.4376], [-0.4218, -1.8544, 0.7803], [0.5439, -0.9368, 0.7281], [0.0794, 0.1532, -0.3262], [-0.5342, -2.6238, 0.6409], [0.4950, -0.0854, -0.3948], [-0.7663, 0.2983, 0.7502], [-2.7572, 1.8444, 0.5910], [0.4060, -0.6279, 0.2518], [-2.5850, 1.8529, -3.0597], [0.2776, 0.6542, -0.1427]],
  "e_homo_ev": [-12.3, -12.3],
  "total_charge": 1
}

=====

(11)
{
  "formula": "C4H9N2S",
  "method": "ωB97M-V/def2-TZVPD",
  "symbols": ["H", "N", "C", "C", "S", "C", "C", "N", "H", "H", "H", "H", "H", "H", "H", "H"],
  "coordinates": [[-0.434949, 2.888415, -0.343787], [-0.326938, 1.976496, -0.095594], [0.821987, 1.531045, -0.365876], [1.337221, 0.035572, 0.040891], [2.896884, -0.346295, 0.013802], [0.193970, -0.874676, 0.364094], [-0.475890, -1.270397, -0.895914], [-0.944537, -0.193483, 1.126850], [1.501248, 2.076453, -0.944910], [0.685031, -1.678558, 1.032256], [0.277355, -1.791490, -1.623347], [-0.626733, -0.293179, -1.430616], [-1.252324, -2.031632, -0.749967], [-0.841324, 0.009173, 2.163141], [-1.701087, -0.784331, 1.031459], [-1.109911, 0.746885, 0.677518]],
  "forces_ev_per_angstrom": [[-0.6038, 3.2818, -1.1456], [0.5628, -3.2274, 1.3433], [0.3239, -2.6321, 0.5668], [-0.8031, 3.1927, -0.4071], [-0.8364, 0.1713, -0.0114], [1.4630, -1.2487, 2.4236], [2.1777, -1.0848, -2.9733], [2.1548, 1.3379, 2.2282], [1.4084, 0.8833, -0.6018], [-1.3854, 0.7871, -1.1258], [-1.1291, 0.7777, 1.5169], [-1.1010, -1.2460, 0.2635], [-0.3499, 0.7968, -0.2400], [0.3728, -0.4999, -1.4322], [-2.3153, -1.4831, -0.1791], [0.0607, 0.1935, -0.2262]],
  "e_homo_ev": -13.3,
  "smiles": "[H]/N=C/C(=S)[C@H](C)[NH3+]",
  "total_charge": 1
}

=====

(12)
{
  "formula": "C4H9N2S",
  "method": "ωB97M-V/def2-TZVPD",
  "symbols": ["C", "C", "C", "C", "N", "N", "S", "H", "H", "H", "H", "H", "H", "H", "H", "H"],
  "coordinates": [[0.788066, -1.214804, -1.229334], [-0.770595, -1.565151, 0.960875], [0.214941, 0.685642, 0.523259], [0.329919, 1.867391, -0.277341], [1.632982, -0.809911, -1.934820], [-1.121425, -0.026005, 0.769210], [-0.383257, -2.270635, -0.722704], [0.178507, -1.695916, 1.574040], [-1.755930, -1.810156, 1.317096], [0.844672, 0.477139, 1.421202], [1.047965, 2.805126, 0.135320], [-0.657969, 2.288974, -0.340083], [0.628795, 1.626491, -1.315071], [2.406977, -0.799044, -2.658490], [-1.875516, 0.046476, 0.141301], [-1.508130, 0.394383, 1.635540]],
  "forces_ev_per_angstrom": [[0.2584, 1.9657, 1.5624], [0.4067, 2.2634, -0.8850], [0.6605, -3.1659, 0.6924], [1.3597, 3.1607, -0.1829], [2.1803, 0.4493, -2.0287], [3.4013, 0.0173, 2.2332], [-1.3787, -0.8652, 0.8757], [-1.8059, 0.3867, -0.3592], [0.1289, -1.7906, 0.4542], [-0.7091, 0.3441, -0.8559], [-1.8551, -2.8897, -0.9309], [-0.5325, 0.6823, -0.3505], [0.2395, 0.2945, 0.2390], [-1.8186, -0.3413, 1.3763], [-0.7335, 0.2779, -1.8204], [0.1983, -0.7893, -0.0196]],
  "e_homo_ev": [-10.9, -11.7],
  "total_charge": 1
}